# 1
Below is an isolated ion of composition HI3OP and charge +1 in a non-equilibrium geometry, with properties calculated with ωB97M-V with the def2-TZVPD basis set.

Structure (XYZ):
```
6
HI3OP (ωB97M-V with the def2-TZVPD basis set)
O 0.76 1.11 0.51
P -0.11 -0.23 0.11
I -2.05 -0.15 1.60
I 1.23 -2.25 0.43
I -1.14 0.27 -2.42
H 1.31 1.24 -0.23
```

**Relative energy (zero: lowest compared OMol25 entry of this formula, charge and spin)**: 0.000 eV
**Expectation value of S²**: 2.014
**Total charge**: +1
**E_HOMO (alpha / beta)**: -12.751 / -14.204 eV
**Energy**: -1309.97891 a.u.
**Multiplicity**: 3
**LUMO energy (alpha / beta)**: -5.0540 / -8.5719 eV

In the Mulliken picture, each atom carries the following charge in e: -0.36, 0.13, 0.23, 0.21, 0.43, 0.37

# 2
Below is an isolated ion of composition C3H5O6S and charge -1 in a non-equilibrium geometry, with properties calculated with ωB97M-V with the def2-TZVPD basis set.

Structure (XYZ):
```
15
C3H5O6S (ωB97M-V with the def2-TZVPD basis set)
C -0.98 -0.48 0.04
C -0.48 0.54 1.08
O -1.14 1.52 1.38
O 0.82 0.46 1.46
S 1.87 -0.20 0.27
O 3.10 0.58 0.55
O 1.87 -1.66 0.47
C 0.92 1.11 -0.97
O 1.83 1.21 -2.14
O 1.12 2.21 -0.27
H -1.30 -0.01 -0.92
H -1.75 -0.98 0.61
H -0.18 -1.20 -0.30
H 2.37 2.06 -2.15
H 2.09 2.67 -0.41
```

**SMILES string**: CC(=O)O[S@@](=O)([O-])=C(O)O
**Relative energy (zero: lowest compared OMol25 entry of this formula, charge and spin)**: 3.949 eV
**Total charge**: -1
**E_HOMO**: -3.568 eV
**Energy**: -966.87598 a.u.
**Multiplicity**: 1
**LUMO energy**: 3.6506 eV

Results of the Mulliken charge analysis, in e, for atoms 1 through 6: -0.86, 0.76, -0.62, -0.36, 1.00, -0.64

# 3
Below is C23H17CdCl5N2O3 as an isolated structure, with properties calculated with ωB97M-V with the def2-TZVPD basis set.

Structure (XYZ):
```
51
C23H17CdCl5N2O3 (ωB97M-V with the def2-TZVPD basis set)
Cd 0.09 -0.56 -0.50
O 1.04 -1.80 1.55
C 0.30 -1.99 2.55
C 0.12 -3.31 3.11
C -0.71 -3.56 4.17
C -1.44 -2.52 4.78
C -1.29 -1.25 4.29
C -0.46 -0.94 3.21
C -0.40 0.42 2.75
N 0.28 0.85 1.77
C 0.28 2.26 1.48
C 1.05 2.49 0.19
N 0.34 1.85 -0.89
C 0.59 2.21 -2.09
C -0.02 1.72 -3.29
C 0.39 2.27 -4.51
C -0.14 1.90 -5.72
C -1.15 0.91 -5.72
C -1.57 0.33 -4.56
C -1.04 0.69 -3.27
O -1.47 0.14 -2.22
H 0.67 -4.11 2.62
H -0.83 -4.58 4.53
H -2.11 -2.73 5.61
H -1.86 -0.43 4.74
H -1.01 1.13 3.34
H 0.75 2.83 2.29
H -0.75 2.65 1.36
H 2.03 2.03 0.30
H 1.18 3.57 0.01
H 1.33 3.02 -2.26
H 1.17 3.03 -4.49
H 0.20 2.34 -6.64
H -1.58 0.60 -6.67
H -2.33 -0.44 -4.56
Cl -3.18 0.18 0.66
C -2.79 -1.51 0.70
C -1.61 -1.93 0.10
C -1.42 -3.31 0.06
Cl -0.01 -3.91 -0.74
C -2.29 -4.22 0.65
Cl -1.98 -5.92 0.62
C -3.43 -3.74 1.30
Cl -4.52 -4.85 2.06
C -3.69 -2.38 1.32
Cl -5.12 -1.79 2.09
C 1.60 -1.59 -2.96
O 1.72 -0.75 -1.88
H 0.59 -1.63 -3.40
H 1.88 -2.64 -2.73
H 2.28 -1.27 -3.78
```

**Relative energy (zero: lowest compared OMol25 entry of this formula, charge and spin)**: 0.114 eV
**Total charge**: -2
**E_HOMO**: -1.654 eV
**Energy**: -3690.62155 a.u.
**Multiplicity**: 1
**LUMO energy**: 4.3921 eV

Results of the Mulliken charge analysis, in e, for atoms 1 through 6: 1.36, -0.80, 0.10, -0.49, -0.31, -0.63

# 4
Below is C5H6ClCoN2O4SbSe4 as an isolated structure in a non-equilibrium geometry, with properties calculated with ωB97M-V with the def2-TZVPD basis set.

Structure (XYZ):
```
24
C5H6ClCoN2O4SbSe4 (ωB97M-V with the def2-TZVPD basis set)
Co 0.75 -0.21 -0.07
Se 3.20 -4.47 -1.93
Sb 3.22 -3.07 0.10
Se 2.75 -0.30 -0.82
Se 0.74 -2.28 0.49
Se 3.45 -4.80 1.86
O -3.26 0.11 1.00
Cl -2.54 0.48 -0.17
O -3.26 0.16 -1.35
O -2.21 1.87 -0.14
O -1.29 -0.33 -0.19
N 0.17 1.84 -2.10
C 0.55 2.51 -0.97
C 0.85 3.88 -1.02
C 1.21 4.53 0.13
C 1.28 3.81 1.32
C 1.04 2.46 1.28
N 0.71 1.80 0.16
H -0.08 2.42 -2.89
H -0.44 1.05 -1.99
H 0.78 4.40 -1.97
H 1.43 5.59 0.11
H 1.53 4.29 2.26
H 1.11 1.86 2.18
```

**Expectation value of S²**: 6.262
**Total charge**: -1
**E_HOMO (alpha / beta)**: -4.312 / -4.525 eV
**Energy**: -12293.38841 a.u.
**Multiplicity**: 5
**LUMO energy (alpha / beta)**: 1.3439 / 0.5363 eV

Results of the Mulliken charge analysis, in e, for atoms 1 through 6: -0.19, -0.34, 0.57, -0.41, 0.12, -0.59

# 5
Below is a 5-piece molecular cluster, C28H42F12NO11P overall in a non-equilibrium geometry, with properties calculated with ωB97M-V with the def2-TZVPD basis set.

Structure (XYZ):
```
95
C28H42F12NO11P (ωB97M-V with the def2-TZVPD basis set)
C -7.43 -0.32 -4.99
C -8.06 -1.56 -4.34
O -7.74 -1.61 -2.94
C -7.60 -2.85 -2.38
O -8.24 -3.12 -1.40
C -6.59 -3.83 -2.94
C -5.21 -3.75 -2.23
C -4.10 -3.06 -3.03
C -4.48 -1.70 -3.63
C -3.99 -1.61 -5.08
O -4.37 -2.30 -5.99
N -3.01 -0.57 -5.20
C -2.60 -0.26 -3.79
C -3.90 -0.39 -3.00
P -3.80 -0.57 -1.17
C -2.56 0.67 -0.58
C -5.46 -0.07 -0.55
H -8.18 0.39 -5.33
H -6.79 0.15 -4.25
H -6.77 -0.61 -5.81
H -9.14 -1.52 -4.47
H -7.70 -2.45 -4.85
H -6.49 -3.79 -4.02
H -7.00 -4.81 -2.71
H -5.29 -3.32 -1.23
H -4.89 -4.78 -2.08
H -3.22 -2.98 -2.39
H -3.84 -3.73 -3.86
H -5.56 -1.56 -3.68
H -3.57 0.22 -5.54
H -1.85 -1.01 -3.55
H -2.15 0.73 -3.84
H -4.58 0.40 -3.36
H -1.84 0.12 0.03
H -2.98 1.48 0.03
H -2.03 1.07 -1.44
H -5.38 0.70 0.22
H -5.98 -0.94 -0.15
H -6.10 0.33 -1.35
C -8.38 -2.71 1.49
C -8.89 -2.82 2.91
O -7.94 -3.48 3.77
C -6.93 -2.74 4.20
O -6.73 -1.59 3.97
C -6.03 -3.59 5.13
F -5.76 -4.78 4.59
F -6.64 -3.79 6.30
F -4.88 -2.97 5.36
H -8.11 -3.69 1.10
H -9.14 -2.28 0.85
H -7.49 -2.07 1.45
H -9.79 -3.44 2.95
H -9.14 -1.84 3.33
C 3.15 1.44 -0.64
C 2.59 2.00 -1.93
O 2.59 1.00 -2.98
C 1.61 0.13 -2.95
O 0.71 0.07 -2.16
C 1.73 -0.84 -4.15
F 2.98 -1.29 -4.28
F 1.39 -0.20 -5.28
F 0.92 -1.88 -3.99
H 4.13 1.03 -0.82
H 3.21 2.23 0.11
H 2.51 0.65 -0.25
H 3.22 2.80 -2.31
H 1.58 2.39 -1.81
C 7.54 4.16 4.76
C 7.10 4.80 3.46
O 7.13 3.85 2.37
C 6.11 3.02 2.28
O 5.15 2.97 3.00
C 6.29 2.11 1.06
F 7.52 1.61 0.99
F 6.06 2.80 -0.07
F 5.43 1.09 1.10
H 8.51 3.70 4.64
H 7.58 4.91 5.55
H 6.84 3.38 5.06
H 7.79 5.59 3.17
H 6.10 5.23 3.53
C 13.65 1.59 2.81
C 14.10 2.52 3.91
O 12.99 3.26 4.47
C 12.24 2.61 5.34
O 12.38 1.49 5.73
C 11.13 3.54 5.86
F 10.53 4.19 4.85
F 11.63 4.46 6.69
F 10.20 2.86 6.52
H 13.11 2.14 2.04
H 14.51 1.10 2.36
H 12.98 0.82 3.20
H 14.77 3.28 3.52
H 14.62 1.99 4.71
```

**SMILES string**: CCOC(=O)CCC[C@@H]1C(=O)NC[C@@H]1P(C)C.CCOC(=O)C(F)(F)F.CCOC(=O)C(F)(F)F.CCOC(=O)C(F)(F)F.CCOC(=O)C(F)(F)F
**E_HOMO**: -7.986 eV
**Energy**: -3514.31862 a.u.
**Multiplicity**: 1
**LUMO energy**: 0.4955 eV

Results of the Mulliken charge analysis, in e, for atoms 1 through 6: -0.85, -0.25, -0.35, 0.21, -0.55, -0.61

# 6
Below is C32H40Cl2CuNO3SSi as an isolated structure, with properties calculated with ωB97M-V with the def2-TZVPD basis set.

Structure (XYZ):
```
81
C32H40Cl2CuNO3SSi (ωB97M-V with the def2-TZVPD basis set)
Cu 0.06 0.49 0.68
S -0.08 -1.08 5.10
C -1.06 -2.29 4.35
C -1.63 -3.42 4.90
C -2.40 -4.23 4.09
C -2.60 -3.92 2.75
C -2.03 -2.79 2.19
C -1.25 -1.97 2.99
N -0.61 -0.81 2.58
C 0.01 -0.23 3.56
C 0.65 1.08 3.43
C 1.20 1.70 4.55
C 1.63 3.01 4.47
C 1.50 3.68 3.26
C 0.99 3.02 2.15
C 0.57 1.69 2.16
H -1.48 -3.66 5.95
H -2.86 -5.12 4.51
H -3.21 -4.57 2.13
H -2.19 -2.55 1.15
H 1.28 1.16 5.49
H 2.06 3.50 5.34
H 1.80 4.72 3.19
H 0.94 3.58 1.22
C -1.02 -5.48 -2.58
O -2.27 -4.83 -2.61
C -2.34 -3.58 -2.07
C -3.61 -2.98 -2.10
C -3.75 -1.73 -1.56
C -2.69 -1.00 -0.99
C -2.91 0.29 -0.37
C -4.31 0.79 -0.07
O -2.00 1.05 -0.02
C -1.38 -1.61 -0.98
O -0.32 -1.08 -0.52
C -1.27 -2.93 -1.52
H -1.17 -6.45 -3.03
H -0.66 -5.61 -1.55
H -0.27 -4.92 -3.14
H -4.44 -3.51 -2.55
H -4.73 -1.28 -1.60
H -5.13 0.23 -0.50
H -4.38 1.83 -0.39
H -4.42 0.78 1.01
H -0.28 -3.36 -1.47
Cl -2.22 3.86 1.43
C -1.80 5.02 0.18
Cl -2.95 6.38 0.08
H -1.80 4.52 -0.78
H -0.82 5.44 0.40
C 3.42 2.05 0.00
Si 1.98 1.04 -0.75
C 1.29 2.16 -2.19
C 2.32 2.48 -3.28
C 0.06 1.52 -2.84
C 0.84 3.47 -1.54
C 2.90 -0.53 -1.44
C 2.17 -1.22 -2.59
C 4.33 -0.23 -1.91
C 2.99 -1.52 -0.27
H 4.15 2.36 -0.76
H 3.95 1.44 0.73
H 3.09 2.94 0.53
H 2.62 1.59 -3.83
H 3.22 2.94 -2.87
H 1.89 3.18 -4.01
H 0.29 0.60 -3.36
H -0.38 2.21 -3.57
H -0.70 1.29 -2.09
H 1.66 3.99 -1.04
H 0.06 3.28 -0.80
H 0.42 4.15 -2.30
H 2.18 -0.62 -3.50
H 1.14 -1.45 -2.33
H 2.67 -2.17 -2.83
H 4.36 0.53 -2.69
H 4.79 -1.14 -2.32
H 4.96 0.11 -1.09
H 1.99 -1.81 0.07
H 3.53 -1.09 0.58
H 3.52 -2.43 -0.58
```

**Relative energy (zero: lowest compared OMol25 entry of this formula, charge and spin)**: 0.000 eV
**Expectation value of S²**: 0.757
**Total charge**: -1
**E_HOMO (alpha / beta)**: -2.954 / -4.703 eV
**Energy**: -4772.48104 a.u.
**Multiplicity**: 2
**LUMO energy (alpha / beta)**: 2.4666 / 2.4660 eV

Results of the Mulliken charge analysis, in e, for atoms 1 through 6: -0.21, -0.49, 0.70, -0.72, -0.42, -0.84

# 7
Below is C14H28O14Rb as an isolated structure in a non-equilibrium geometry, with properties calculated with ωB97M-V with the def2-TZVPD basis set.

Structure (XYZ):
```
57
C14H28O14Rb (ωB97M-V with the def2-TZVPD basis set)
Rb 4.25 0.40 -4.09
O -2.56 3.23 -0.41
C -1.47 2.64 0.28
C -0.61 1.23 -0.08
O -0.29 0.99 -1.44
H -1.80 2.46 1.31
H -0.71 3.42 0.31
H -1.02 0.40 0.51
H 0.35 1.41 0.41
C -7.23 -0.81 -1.75
O -7.17 -1.79 -2.70
C -8.02 -1.76 -3.73
O -8.80 -0.81 -3.96
O -7.83 -2.90 -4.48
C -8.42 -2.89 -5.72
H -8.21 -0.80 -1.27
H -6.94 0.13 -2.21
H -6.49 -1.05 -0.99
H -8.14 -1.99 -6.27
H -9.48 -3.13 -5.73
H -7.86 -3.64 -6.27
C 4.59 4.60 1.19
O 5.88 5.05 0.80
C 6.63 4.41 -0.15
O 6.30 3.32 -0.68
O 7.72 5.07 -0.35
C 8.69 4.58 -1.25
H 3.91 4.63 0.34
H 4.21 5.25 1.98
H 4.64 3.59 1.61
H 9.50 5.30 -1.21
H 8.29 4.55 -2.27
H 8.96 3.54 -1.07
C -0.78 1.69 6.44
O 0.27 2.61 6.65
C 0.51 2.97 7.90
O 0.08 2.49 8.97
O 1.48 3.90 7.70
C 1.83 4.66 8.86
H -1.66 2.32 6.57
H -0.91 0.90 7.18
H -0.80 1.16 5.49
H 1.91 4.01 9.73
H 1.08 5.44 9.03
H 2.80 5.15 8.76
C 2.28 -8.41 -5.40
O 1.68 -8.13 -4.11
C 1.17 -6.93 -3.71
O 0.91 -6.06 -4.51
O 0.84 -7.05 -2.40
C 0.01 -6.01 -1.77
H 1.98 -9.46 -5.46
H 3.35 -8.21 -5.37
H 1.85 -8.03 -6.32
H -0.96 -6.51 -1.85
H 0.04 -5.09 -2.35
H 0.14 -6.02 -0.69
```

**Relative energy (zero: lowest compared OMol25 entry of this formula, charge and spin)**: 7.386 eV
**Total charge**: -1
**E_HOMO**: -1.158 eV
**Energy**: -1627.40823 a.u.
**Multiplicity**: 1
**LUMO energy**: 0.7216 eV

Results of the Mulliken charge analysis, in e, for atoms 1 through 6: 0.23, -0.75, -0.12, -0.24, -0.73, 0.11

# 8
Below is C21H31CrO18 as an isolated structure in a non-equilibrium geometry, with properties calculated with ωB97M-V with the def2-TZVPD basis set.

Structure (XYZ):
```
71
C21H31CrO18 (ωB97M-V with the def2-TZVPD basis set)
Cr 0.99 1.06 -0.25
O 3.11 4.41 -0.44
C 2.34 3.31 -0.46
O 2.79 2.19 -0.85
O 1.13 3.35 -0.12
H 3.97 4.01 -0.71
C 0.83 -2.00 -6.09
C 0.07 -0.94 -5.32
C -1.16 -1.36 -4.49
O -1.02 -0.60 -3.28
C 0.17 -0.01 -3.26
O 0.62 0.70 -2.40
O 0.89 -0.33 -4.33
H 1.12 -2.71 -5.30
H 1.78 -1.58 -6.42
H 0.26 -2.46 -6.89
H -0.30 -0.19 -6.03
H -1.10 -2.41 -4.19
H -2.10 -1.21 -5.01
C -1.45 1.35 5.74
C -1.51 1.83 4.29
C -0.88 3.20 4.03
O 0.12 2.96 3.04
C 0.17 1.64 2.78
O 0.90 1.15 1.96
O -0.75 0.98 3.44
H -0.62 0.66 5.84
H -2.31 0.71 5.95
H -1.38 2.14 6.48
H -2.54 1.83 3.93
H -0.44 3.60 4.94
H -1.63 3.87 3.61
C -3.72 5.08 1.53
C -3.51 3.95 0.52
C -2.82 4.40 -0.78
O -1.98 3.27 -1.07
C -1.85 2.51 0.01
O -1.17 1.53 0.11
O -2.57 3.01 1.02
H -2.96 5.83 1.33
H -3.78 4.74 2.56
H -4.71 5.51 1.39
H -4.46 3.47 0.27
H -2.30 5.34 -0.63
H -3.45 4.49 -1.67
C 6.33 -3.16 1.04
C 5.05 -3.01 0.25
C 3.77 -3.69 0.72
O 2.74 -2.77 0.50
C 3.30 -1.53 0.42
O 2.69 -0.51 0.54
O 4.62 -1.63 0.38
H 6.85 -4.09 0.80
H 6.10 -3.19 2.10
H 6.96 -2.31 0.79
H 5.23 -3.22 -0.81
H 3.89 -3.96 1.78
H 3.60 -4.65 0.21
C -2.74 -4.05 -1.52
C -2.41 -3.38 -0.19
C -1.33 -4.03 0.70
O -0.42 -2.95 0.91
C -0.77 -1.86 0.18
O -0.06 -0.93 -0.05
O -1.95 -2.07 -0.39
H -3.68 -3.65 -1.91
H -2.74 -5.12 -1.32
H -1.92 -3.83 -2.21
H -3.34 -3.41 0.39
H -0.86 -4.89 0.22
H -1.72 -4.38 1.65
```

**Relative energy (zero: lowest compared OMol25 entry of this formula, charge and spin)**: 0.000 eV
**Expectation value of S²**: 6.004
**Total charge**: +1
**E_HOMO (alpha / beta)**: -9.764 / -11.043 eV
**Energy**: -3217.56440 a.u.
**Multiplicity**: 5
**LUMO energy (alpha / beta)**: -1.6922 / -1.6942 eV

Results of the Mulliken charge analysis, in e, for atoms 1 through 6: 1.32, -0.48, 0.82, -0.74, -0.80, 0.33

# 9
Below is a 2-piece molecular cluster, C3H3NOS overall in a non-equilibrium geometry, with properties calculated with ωB97M-V with the def2-TZVPD basis set.

Structure (XYZ):
```
9
C3H3NOS (ωB97M-V with the def2-TZVPD basis set)
C -0.46 0.59 0.31
C 2.61 -0.44 0.06
C -0.93 -0.55 0.87
N -0.02 1.43 -0.37
O 3.06 0.45 -0.50
S -1.14 -1.94 -0.26
H -0.58 2.38 -0.56
H -0.87 -0.80 1.84
H -1.66 -1.13 -1.38
```

**Relative energy (zero: lowest compared OMol25 entry of this formula, charge and spin)**: 2.309 eV
**E_HOMO**: -8.048 eV
**Energy**: -644.20208 a.u.
**Multiplicity**: 1
**LUMO energy**: 0.6939 eV

Results of the Mulliken charge analysis, in e, for atoms 1 through 6: 0.21, 0.16, -0.46, -0.37, -0.17, -0.22

# 10
Below is a single C19H19N3O2S molecule in a non-equilibrium geometry, with properties calculated with ωB97M-V with the def2-TZVPD basis set.

Structure (XYZ):
```
44
C19H19N3O2S (ωB97M-V with the def2-TZVPD basis set)
C -5.86 -2.32 1.49
C -5.09 -1.18 0.83
C -5.99 -0.36 -0.09
C -5.21 0.70 -0.88
C -4.63 1.72 0.06
O -5.25 2.61 0.61
N -3.28 1.60 0.31
N -2.51 0.66 -0.23
C -1.27 0.61 0.07
C -0.42 -0.40 -0.48
C -0.67 -1.44 -1.35
C 0.57 -2.08 -1.56
C 1.48 -1.39 -0.81
S 3.18 -1.74 -0.54
C 3.89 -0.12 -0.56
C 3.35 0.96 -1.21
C 4.01 2.19 -1.19
C 5.20 2.35 -0.54
C 5.80 1.25 0.11
C 7.04 1.31 0.78
C 7.53 0.19 1.39
C 6.78 -1.00 1.32
N 5.63 -1.09 0.71
C 5.13 -0.01 0.11
O 0.90 -0.38 -0.14
H -6.26 -3.00 0.73
H -6.69 -1.93 2.07
H -5.21 -2.89 2.15
H -4.25 -1.58 0.25
H -4.68 -0.53 1.60
H -6.77 0.13 0.50
H -6.48 -1.03 -0.81
H -4.41 0.24 -1.45
H -5.90 1.22 -1.55
H -2.88 2.28 0.96
H -0.80 1.31 0.76
H -1.61 -1.68 -1.78
H 0.77 -2.93 -2.18
H 2.41 0.87 -1.74
H 3.55 3.03 -1.70
H 5.71 3.30 -0.53
H 7.58 2.25 0.81
H 8.48 0.20 1.91
H 7.14 -1.90 1.80
```

**SMILES string**: CCCCC(=O)N/N=C/c1ccc(Sc2cccc3cccnc23)o1
**Relative energy (zero: lowest compared OMol25 entry of this formula, charge and spin)**: 3.254 eV
**E_HOMO**: -7.619 eV
**Energy**: -1448.33034 a.u.
**Multiplicity**: 1
**LUMO energy**: -0.0477 eV

Results of the Mulliken charge analysis, in e, for atoms 1 through 6: -1.46, 0.05, -0.71, -0.34, 0.17, -0.66